No. 1
31
Properties=species:S:1:pos:R:3:forces:R:3:lowdin_spin:R:1 method="wB97M-V/def2-TZVPD" s_squared=0.76 total_charge=+2 spin_multiplicity=2 e_above_lowest_kj_mol=0.00 homo_ev="-16.00 / -16.14" mol_weight_g_mol=404.66
Mo 0.9828 -0.1080 -0.0292 0.4140 0.0001 0.5744 0.925
O 2.8743 -1.1477 3.6579 -0.0553 0.0860 -0.0276 0.002
C 2.2238 -0.6145 2.6787 0.0151 0.0461 -0.0129 0.003
O 2.1251 -1.1209 1.5577 -0.0604 0.0233 0.0563 0.020
C 1.6105 0.7317 2.9855 0.0413 -0.0306 0.0641 0.001
O 0.6200 1.0263 1.9986 -0.0396 -0.0163 0.0029 0.005
C -0.7534 0.8249 2.4215 -0.1518 0.0545 -0.0794 0.000
C -1.3994 -0.0687 1.3756 0.3110 -0.3008 -0.2705 0.003
O -2.5087 -0.0280 0.9677 -0.1166 0.1261 0.2180 0.003
O -0.4665 -0.9617 0.8846 -0.0047 0.2150 -0.2012 0.014
H 3.2840 -1.9967 3.4132 0.0474 -0.0828 0.0043 0.000
H 1.1952 0.7428 3.9924 -0.0239 0.0196 -0.0239 0.000
H 2.3940 1.4920 2.9388 0.0024 -0.0293 -0.0132 0.000
H -0.7929 0.3235 3.3887 -0.0045 0.0286 0.0144 0.000
H -1.2498 1.7912 2.4760 -0.0018 -0.0231 -0.0143 0.000
O -0.1203 1.0558 -1.0840 -0.3243 -0.1074 -0.0276 0.012
N -1.0646 0.4738 -1.8769 0.0454 0.0664 0.0205 0.021
C -2.1285 1.2248 -2.2298 0.0354 -0.0204 0.0120 0.001
C -3.0809 0.6704 -3.0409 0.0425 0.0125 0.0330 0.002
C -2.9241 -0.6491 -3.4750 -0.0443 0.0478 -0.0054 0.000
C -1.8183 -1.3827 -3.0993 0.0618 0.0030 0.0345 0.003
C -0.8598 -0.7998 -2.2768 -0.0890 -0.0758 -0.0693 0.008
S 0.6471 -1.5364 -1.8112 -0.1850 -0.0078 -0.2205 -0.001
H -2.1385 2.2250 -1.8224 -0.0560 0.0073 -0.0287 0.000
H -3.9399 1.2607 -3.3237 -0.0034 -0.0025 -0.0025 0.000
H -3.6771 -1.0986 -4.1080 0.0028 -0.0132 -0.0023 0.000
H -1.6796 -2.4041 -3.4239 0.0162 -0.0042 0.0033 0.000
Cl 2.8850 1.3930 -0.1410 0.1062 -0.1418 -0.1152 0.012
C 2.9740 -0.2653 -0.8244 -0.1446 0.2477 0.1608 -0.032
H 3.6865 -0.8671 -0.2745 0.0464 -0.0259 -0.0991 -0.001
H 3.1003 -0.1868 -1.8961 0.1173 -0.1021 0.0151 0.000



No. 2
26
Properties=species:S:1:pos:R:3:forces:R:3:mulliken_charge:R:1 method="wB97M-V/def2-TZVPD" total_charge=0 spin_multiplicity=1 e_above_lowest_kj_mol=363.73 homo_ev=-8.01 mol_weight_g_mol=232.28
C 4.6677 -0.1003 -0.2581 -1.3278 1.0416 2.6726 -0.974
C 3.2314 0.8184 -0.0756 -0.5296 -2.7027 5.1114 -0.923
C 1.5500 0.3951 0.0413 -0.2184 1.9121 -0.5313 0.102
Si -0.2394 1.1264 0.0543 3.8112 -1.1736 -0.0405 0.198
O -0.5507 2.7300 0.0853 0.9450 1.3720 -1.5691 -0.530
C -1.9337 0.3169 0.0247 1.3995 0.1941 -0.7959 0.547
C -2.1606 -0.6247 -0.9855 -1.7903 -2.0376 0.7458 -0.289
C -3.4454 -1.3028 -1.0391 -0.2807 0.0822 2.1845 -0.631
C -4.3778 -1.0122 0.0448 1.5718 -0.5404 -2.5704 -0.407
C -4.0989 0.0094 0.9119 -2.2971 -0.2905 0.5247 -0.281
C -2.9543 0.7055 0.8793 0.4127 1.3809 0.1454 -0.418
C 1.6619 -1.0031 0.3048 0.6602 -1.4504 -0.8802 0.774
F 0.4840 -1.5917 0.4811 -1.3284 -0.9969 -0.4941 -0.284
F 2.3682 -1.4114 1.3670 0.6182 0.5042 1.3033 -0.315
F 2.3836 -1.6529 -0.7118 -1.3039 -0.0935 -0.0843 -0.303
H 4.9623 0.1098 -1.2490 0.5571 -0.3439 -1.0754 0.286
H 5.4814 0.2805 0.4848 -1.6401 0.0979 -1.3272 0.296
H 4.6459 -1.1428 0.0355 -0.5015 -0.2099 -0.6092 0.330
H 3.3859 1.1987 0.9727 -0.1529 0.2251 -1.2528 0.265
H 3.4117 1.5047 -0.7637 0.1513 3.4635 -2.7938 0.585
H -0.1470 3.3706 -0.5786 -0.6607 -1.3647 1.5129 0.349
H -1.3160 -1.0315 -1.5463 -0.3913 0.3952 -0.2015 0.344
H -3.7112 -2.1776 -1.6954 0.6768 1.3074 0.4273 0.300
H -5.3369 -1.4816 0.1677 -0.1064 -0.4884 -0.4129 0.370
H -4.8917 0.3481 1.5933 0.3811 -0.3061 -0.1796 0.295
H -3.0706 1.6186 1.4547 1.3441 0.0225 0.1903 0.314



No. 3
33
Properties=species:S:1:pos:R:3:forces:R:3:mulliken_charge:R:1 method="wB97M-V/def2-TZVPD" smiles="O=C1NCC[C@@H]1C(=O)C(F)(F)C(F)(F)C(F)(F)C(=O)O.CO" total_charge=0 spin_multiplicity=1 e_above_lowest_kj_mol=328.75 homo_ev=-10.21 mol_weight_g_mol=339.19
O 2.0698 -1.8938 0.5439 -1.1255 4.5117 -0.9234 -0.531
C 1.9401 -0.6725 0.3071 1.6889 -3.3648 -0.7931 0.101
N 3.1395 0.2089 0.3003 -1.4082 1.1358 0.1744 -0.377
C 2.6000 1.5241 0.8112 -0.5586 -0.0424 0.6572 -0.503
C 1.1712 1.6260 0.0415 0.8438 0.5635 -0.3881 -0.712
C 0.5905 0.1291 -0.0545 -0.2178 0.5102 1.8240 0.495
C -0.3813 -0.1547 1.1852 2.0996 0.2815 3.0784 -0.059
O 0.1129 -0.1309 2.3415 -2.1629 -0.1419 -4.2319 -0.546
C -1.9745 -0.4492 1.0533 1.7749 -0.6118 0.3647 0.757
F -2.2711 -1.4429 2.0136 0.0766 1.9301 -2.4988 -0.271
F -2.1866 -0.8856 -0.2799 -0.3333 0.7695 2.7357 -0.278
C -2.7268 0.9120 1.4417 0.5936 -0.1448 1.9668 0.477
F -2.5165 1.0883 2.8517 -0.4850 -0.3817 -3.2785 -0.291
F -2.0520 1.9775 0.8005 -1.8586 -2.0727 0.9095 -0.264
C -4.3141 0.9071 1.2330 -1.7440 0.9414 0.8556 0.833
F -4.8077 2.0558 1.9393 1.2435 -2.6935 -1.6932 -0.260
F -4.9688 -0.2119 1.8112 1.9619 2.1133 -1.2516 -0.249
C -4.8039 1.0865 -0.2821 -2.6319 3.5427 -3.4463 0.251
O -5.3247 2.1879 -0.6121 2.4021 -4.0636 1.8173 -0.500
O -4.7441 0.0875 -1.2781 0.8891 1.0457 2.5151 -0.434
H 3.5167 0.4132 -0.6425 -0.4132 -0.8904 0.4779 0.304
H 3.2572 2.4572 0.6473 -0.9134 -1.7296 -0.2798 0.337
H 2.5816 1.4086 1.9487 -0.6085 0.2445 -1.5544 0.245
H 1.5101 1.9014 -1.0155 -0.7692 -0.2403 1.2699 0.313
H 0.4804 2.4471 0.4260 0.7818 -1.3547 -0.4475 0.318
H 0.0681 -0.1140 -1.0353 1.1370 0.1255 1.2281 0.471
H -4.7995 0.5315 -2.1540 -0.2789 0.0116 0.9093 0.364
C 4.0242 -2.9671 -2.0630 0.1611 -0.0757 -0.1313 -0.318
O 3.9674 -2.1454 -3.2224 0.0477 0.1688 -0.2176 -0.528
H 3.1625 -2.7477 -1.4337 0.1189 -0.0008 -0.1195 -0.004
H 3.9993 -4.0198 -2.3562 -0.0010 -0.0602 0.2124 0.308
H 4.9408 -2.7556 -1.5067 -0.0816 -0.1431 0.1881 0.254
H 4.7393 -2.3583 -3.7613 -0.2287 0.1161 0.0708 0.300



No. 4
33
Properties=species:S:1:pos:R:3:forces:R:3:lowdin_spin:R:1 method="wB97M-V/def2-TZVPD" s_squared=6.10 total_charge=-2 spin_multiplicity=5 e_above_lowest_kj_mol=154.38 homo_ev="0.23 / -1.87" mol_weight_g_mol=525.10
Fe 0.1194 0.0729 1.7514 -0.8420 -1.5849 -0.4192 2.848
S -3.6050 1.0271 2.6823 0.1675 -0.0152 -0.2904 0.005
Sb -1.6581 0.4487 3.7819 -1.2776 0.0971 2.0053 0.004
S 0.1227 1.9188 3.2456 -0.3601 -0.7398 -0.2774 -0.009
S -0.7877 -1.6115 2.9475 -0.1253 0.6649 0.2901 0.050
S -1.9852 0.3001 6.0486 0.1145 0.0507 -0.1751 0.002
C -0.6409 2.8213 -1.6104 0.0135 -0.0088 0.1098 0.001
C -0.1808 1.9331 -0.4998 -0.5525 -0.0667 0.0778 0.001
N -1.0029 1.2676 0.2374 0.3410 0.4342 -0.6086 0.062
O -2.3091 1.4179 -0.1092 -0.2752 -0.0163 0.2224 0.014
C 1.2249 1.7557 -0.1671 0.5856 -0.0286 0.2249 -0.003
C 2.3846 2.3472 -0.9051 -0.1480 -0.1289 0.1296 -0.001
N 1.3447 1.0040 0.8703 1.1839 0.6288 -0.8884 -0.028
O 2.2993 0.4496 1.4897 0.9657 0.3815 -0.3942 0.067
H -1.5820 3.2845 -1.3185 0.0014 0.0111 -0.0401 0.000
H -0.8281 2.2351 -2.5128 -0.0011 0.0168 -0.0251 0.000
H 0.0995 3.5891 -1.8297 0.0308 -0.0158 -0.0365 0.000
H -2.7823 1.2366 0.7608 -0.2216 -0.0693 0.0264 0.001
H 2.2139 2.3137 -1.9811 0.0465 0.0000 -0.0327 0.000
H 3.2789 1.7735 -0.6653 0.0229 0.0224 -0.0062 0.001
H 2.5471 3.3877 -0.6116 0.0411 0.0172 -0.0349 0.000
N -2.4339 -3.3377 -3.2866 0.1121 0.0347 0.1235 0.087
C -1.6377 -3.0833 -2.4782 -0.3653 -0.0502 -0.3312 0.047
C -0.6333 -2.8223 -1.5372 0.3093 0.3088 0.4405 0.133
C 0.5442 -3.6649 -1.4369 -0.0444 -0.2590 -0.2541 0.259
C 1.5047 -3.3173 -0.5132 -0.1301 0.3254 0.1681 0.047
C 1.3518 -2.1907 0.2825 0.3655 -0.4212 -0.1431 0.255
N 0.2203 -1.3908 0.1915 0.1987 0.4388 0.3026 0.122
C -0.7173 -1.7227 -0.6691 -0.1944 -0.0612 -0.2386 0.003
H 0.6382 -4.5381 -2.0688 0.0204 0.0079 0.0268 0.021
H 2.3965 -3.9231 -0.3991 0.0178 0.0156 0.0254 -0.005
H 2.0924 -1.8928 1.0080 -0.0121 0.0252 -0.0091 0.018
H -1.5989 -1.0887 -0.6978 0.0115 -0.0148 0.0317 -0.002